114
Properties=species:S:1:pos:R:3 method="wB97M-V/def2-TZVPD" total_charge=-1 orbital_gap_ev=4.3 max_force_ev_per_a=2.2 energy_ev=-178093.474
C 0.28 3.65 -3.32
C 0.14 2.75 -4.08
N -0.19 1.57 -4.69
C 0.96 1.05 -5.45
C 2.30 1.04 -4.68
C 2.29 0.28 -3.38
N 1.46 0.68 -2.31
O 3.03 -0.67 -3.23
C -1.45 1.82 -5.52
Br -1.43 0.78 -7.22
N -2.66 1.42 -4.91
C -3.01 1.81 -3.75
C -2.27 1.49 -2.48
C -4.30 2.55 -3.56
C -1.45 3.35 -5.96
O -2.27 4.12 -5.42
O -0.59 3.62 -6.82
H 0.33 4.59 -2.83
H 0.80 0.01 -5.70
H 1.14 1.64 -6.35
H 2.75 2.03 -4.60
H 2.96 0.47 -5.33
H 0.51 0.35 -2.50
H 1.79 0.15 -1.51
H -2.95 0.92 -1.85
H -1.44 0.82 -2.68
H -1.94 2.36 -1.93
H -4.84 2.52 -4.50
H -4.07 3.59 -3.35
H -4.94 2.09 -2.80
C 1.95 -3.73 -2.81
C 0.69 -4.05 -3.11
C 0.18 -5.46 -3.02
O -0.99 -5.67 -3.28
C 1.11 -6.51 -2.62
C 2.37 -6.19 -2.33
C 2.88 -4.77 -2.39
O 4.04 -4.58 -2.09
O 3.28 -7.09 -1.96
O -0.21 -3.14 -3.49
H 2.32 -2.72 -2.88
H 0.73 -7.52 -2.57
H 4.10 -6.59 -1.81
H -1.04 -3.63 -3.65
C 3.77 3.20 -1.26
C 4.99 2.87 -0.82
C 6.05 3.90 -0.56
O 7.13 3.52 -0.14
C 5.74 5.29 -0.83
C 4.52 5.63 -1.27
C 3.45 4.60 -1.50
O 2.37 4.98 -1.89
O 4.16 6.87 -1.54
O 5.35 1.61 -0.58
H 2.99 2.47 -1.45
H 6.52 6.02 -0.65
H 3.23 6.82 -1.84
H 6.27 1.65 -0.27
C -3.13 -1.45 1.37
C -2.58 -1.23 2.57
C -1.09 -1.16 2.76
O -0.67 -0.93 3.89
C -0.23 -1.37 1.61
C -0.78 -1.60 0.41
C -2.27 -1.64 0.21
O -2.71 -1.84 -0.91
O -0.05 -1.80 -0.68
O -3.30 -1.05 3.67
H -4.20 -1.50 1.22
H 0.83 -1.34 1.77
H -0.69 -1.94 -1.42
H -2.66 -0.90 4.39
C -2.40 -6.06 5.92
C -2.69 -5.10 5.03
C -1.71 -4.67 3.98
O -2.06 -3.80 3.20
C -0.40 -5.29 3.96
C -0.10 -6.24 4.86
C -1.10 -6.70 5.88
O -0.77 -7.58 6.66
O 1.07 -6.85 4.90
O -3.86 -4.47 5.01
H -3.10 -6.38 6.68
H 0.31 -4.96 3.21
H 1.02 -7.49 5.64
H -3.81 -3.83 4.27
C -2.30 9.29 -3.61
C -1.38 8.67 -2.87
C -0.63 7.47 -3.39
O 0.22 6.98 -2.66
C -0.95 6.97 -4.71
C -1.88 7.59 -5.45
C -2.61 8.81 -4.94
O -3.43 9.33 -5.67
O -2.23 7.19 -6.66
O -1.04 9.05 -1.65
H -2.85 10.16 -3.24
H -0.42 6.09 -5.07
H -2.92 7.81 -6.96
H -0.35 8.43 -1.36
C 1.27 -4.17 10.16
C 0.79 -3.20 10.94
C -0.69 -2.94 11.05
O -1.05 -2.04 11.80
C -1.60 -3.75 10.27
C -1.11 -4.73 9.48
C 0.36 -5.01 9.39
O 0.73 -5.91 8.67
O -1.90 -5.50 8.74
O 1.56 -2.40 11.67
H 2.33 -4.37 10.07
H -2.65 -3.54 10.35
H -1.31 -6.13 8.29
H 0.96 -1.80 12.13